Run a
ORCA calculation (ωB97M-V/def2-TZVPD) on a 2-piece molecular cluster, C8H14N2OS overall.

Each atom is followed by the atoms it is bonded to, with distances in Å.
Positions of all 26 atoms, in Å:
1 C -4.058 1.222 -0.113  C2 1.523, H10 1.088, H11 1.087, H12 1.088
2 C -2.790 0.387 -0.234  C1 1.523, C3 1.534, H13 1.093, H14 1.093
3 C -1.838 0.633 0.944  C2 1.534, C4 1.492, H15 1.094, H16 1.091
4 C -0.598 -0.183 0.799  C3 1.492, C5 1.331, H17 1.082
5 C 0.617 0.339 0.646  C4 1.331, N6 1.378, H18 1.083
6 N 1.804 -0.360 0.600  C5 1.378, C7 1.266
7 C 2.061 -1.393 -0.084  N6 1.266, C8 1.496, S9 1.765
8 C 1.198 -2.054 -1.112  C7 1.496, H19 1.089, H20 1.090, H21 1.089
9 S 3.653 -2.104 0.186  C7 1.765, H22 1.334
10 H -4.588 0.983 0.806  C1 1.088
11 H -4.722 1.031 -0.953  C1 1.087
12 H -3.816 2.283 -0.102  C1 1.088
13 H -2.276 0.637 -1.165  C2 1.093
14 H -3.053 -0.673 -0.271  C2 1.093
15 H -2.349 0.362 1.872  C3 1.094
16 H -1.584 1.693 0.991  C3 1.091
17 H -0.725 -1.256 0.844  C4 1.082
18 H 0.773 1.411 0.669  C5 1.083
19 H 0.349 -1.413 -1.345  C8 1.089
20 H 0.826 -3.007 -0.735  C8 1.090
21 H 1.768 -2.241 -2.020  C8 1.089
22 H 3.510 -3.101 -0.690  S9 1.334
23 N 3.908 1.376 0.757  C24 1.189, H26 1.014
24 C 4.170 2.023 -0.205  N23 1.189, O25 1.160
25 O 4.561 2.729 -1.038  C24 1.160
26 H 3.199 0.679 0.954  N23 1.014

The charge is 0. The LUMO energy comes out at 0.52 eV. As for the SMILES: CCC/C=C/N=C(\C)S.N=C=O. The calculation puts the HOMO energy at -8.855 eV.

Atomic partial charges in e from the Löwdin method, atoms 1 to 4: C -0.12; C -0.27; C -0.22; C -0.11

Run b
ORCA calculation (ωB97M-V/def2-TZVPD) on C8H14N2OS in the gas phase.

Each atom is followed by the atoms it is bonded to, with distances in Å.
Positions of all 26 atoms, in Å:
1 C 1.878 -2.210 0.114  C2 1.630, H13 1.069, H14 1.114, H15 1.156
2 C 0.665 -1.196 0.509  C1 1.630, C3 1.503, N4 1.526, C12 1.471
3 C 1.104 -0.575 1.805  C2 1.503, H16 1.149, H17 1.170, H18 1.133
4 N -0.624 -1.977 0.748  C2 1.526, C5 1.442, H19 1.075
5 C -1.633 -1.864 -0.275  N4 1.442, C6 1.481, H20 1.036, H21 1.082
6 C -2.074 -0.468 -0.503  C5 1.481, N7 1.483, H22 1.147, H23 1.079
7 N -0.852 0.372 -0.523  C6 1.483, C8 1.347, C12 1.463
8 C -1.062 1.653 -0.168  N7 1.347, O9 1.199, C10 1.633
9 O -2.113 2.188 0.053  C8 1.199
10 C 0.424 2.328 -0.111  C8 1.633, S11 1.798, H24 1.141, H25 1.151
11 S 1.688 1.186 -0.688  C10 1.798, C12 1.861
12 C 0.481 -0.227 -0.582  C2 1.471, N7 1.463, S11 1.861, H26 1.080
13 H 2.759 -1.606 0.049  C1 1.069
14 H 1.871 -2.827 1.041  C1 1.114
15 H 1.820 -2.763 -0.900  C1 1.156
16 H 2.205 -0.256 1.738  C3 1.149
17 H 0.961 -1.294 2.717  C3 1.170
18 H 0.579 0.427 1.855  C3 1.133
19 H -1.127 -1.397 1.500  N4 1.075
20 H -1.375 -2.369 -1.142  C5 1.036
21 H -2.548 -2.365 0.013  C5 1.082
22 H -2.792 -0.217 0.354  C6 1.147
23 H -2.567 -0.332 -1.454  C6 1.079
24 H 0.737 2.701 0.921  C10 1.141
25 H 0.383 3.168 -0.897  C10 1.151
26 H 0.623 -0.751 -1.516  C12 1.080

The charge is 0. The LUMO energy comes out at 0.67 eV. As for the SMILES: CC1(C)NCCN2C(=O)CS[C@H]21. The calculation puts the HOMO energy at -8.929 eV.

Atomic partial charges in e from the Löwdin method, atoms 1 to 4: C -0.03; C -0.59; C -0.08; N 0.03

Most stable structure among those shown: run a.